Entry from OMol25: C36H28BrCl2N10O5Pd as an isolated structure (ωB97M-V/def2-TZVPD).

Values from the calculation:
Energy relative to the best compared isomer or geometry (same formula, charge and spin) (kJ/mol): 180.8
Kohn-Sham gap (Eh): 0.158
Charge: -1
LUMO (eV): 2.06

Element x y z (Å)
Pd  1.651923  0.016027  -2.847213
Br  8.063523  0.275927  1.298287
Cl  -0.943977  -0.009973  -1.840513
Cl  -2.660077  1.424627  -3.703413
O  -1.484977  -1.325873  -5.373313
O  0.102423  0.164227  -4.839513
O  2.303323  -0.150073  -0.340613
O  -3.192477  0.024727  0.598487
O  4.116723  -0.158773  -2.178813
N  -4.514177  -0.658673  2.214987
N  -4.520377  0.679027  2.220687
N  1.580423  -0.006373  2.083487
N  0.559123  3.873827  -0.701813
N  1.519723  -2.596673  -2.500513
N  1.598923  2.559527  -2.169713
N  0.462623  -3.747073  -0.910013
N  -0.226477  3.676527  -1.769713
N  -0.330477  -3.622373  -1.981713
N  3.040823  0.039727  3.760687
C  4.971423  -0.033273  -3.284713
C  -0.005677  -0.002473  5.852787
C  -3.409677  -2.398073  0.856387
C  0.413023  2.882027  -2.644813
C  2.859523  0.022427  2.400687
C  0.321123  -2.927873  -2.934613
C  0.883623  -0.008373  3.253587
C  4.575423  -0.056573  -0.924813
C  -2.847377  5.049327  0.125687
C  -0.930577  -0.473773  -4.695313
C  -3.425877  2.437427  0.873687
C  -2.660377  2.692027  -0.266013
C  -3.607477  4.802027  1.258587
C  3.914823  0.026727  1.424187
C  -3.730677  1.079627  1.258887
C  5.270223  0.118127  1.784487
C  -1.662577  -4.172773  -2.016413
C  1.638923  3.176627  -0.972013
C  1.556223  -3.106873  -1.251013
C  -3.581277  -4.763773  1.213187
C  -2.873177  -5.000773  0.041587
C  -1.544977  4.251827  -1.879113
C  -2.419277  -3.935573  -0.729813
C  -3.861077  -3.477573  1.623787
C  -0.913077  -0.029273  4.793087
C  -2.680477  -2.642273  -0.309413
C  3.560623  -0.060173  0.066987
C  1.796023  0.019427  4.333687
C  1.361823  0.019827  5.645387
C  -2.370277  3.994627  -0.641713
C  -0.486577  -0.034873  3.481987
C  5.907123  0.047327  -0.552113
C  -3.719677  -1.044673  1.249887
C  -1.842277  -0.107673  -3.372113
C  6.223723  0.131827  0.800287
C  -3.896877  3.508127  1.639187
H  5.564623  0.183127  2.819387
H  -1.454777  5.332227  -2.049813
H  -0.386777  -0.001273  6.863287
H  2.060023  0.034627  6.468987
H  0.019523  2.573327  -3.594713
H  4.302323  -0.040673  -4.149713
H  -2.632477  -0.854073  -3.251913
H  3.916123  0.055427  4.251187
H  -3.973477  5.630227  1.847687
H  -4.485277  3.303827  2.517987
H  -2.024177  3.774727  -2.739513
H  -3.917977  -5.603373  1.807587
H  -1.972477  -0.049073  5.002387
H  -1.600077  -5.248473  -2.219213
H  2.396323  -3.009873  -0.589513
H  -2.291677  1.864427  -0.851313
H  -2.618477  6.066927  -0.154313
H  -2.324577  -1.805273  -0.886313
H  -2.179477  -3.687773  -2.848513
H  -1.173077  -0.059773  2.653287
H  -0.081977  -2.716473  -3.907413
H  1.691023  -0.094673  0.445587
H  5.669923  -0.878173  -3.352013
H  -4.427977  -3.278973  2.520487
H  -2.682577  -6.018573  -0.274413
H  2.473223  3.116227  -0.300513
H  6.689223  0.062527  -1.294113
H  5.534123  0.907927  -3.258313

Atoms 1-6, force components in eV/Å:
-0.3 0.0 -0.6
-0.1 0.0 0.0
0.0 0.0 -0.1
-0.4 0.4 -0.1
-0.5 -1.1 -0.6
0.5 0.5 0.0